Computed, not measured: a molecular structure, C23H40AsN2O3P2Re at a distorted geometry, with ωB97M-V/def2-TZVPD.

## Properties
Molecular weight (g mol⁻¹): 715.66
Frontier orbital gap (spin up / spin down) (eV): 3.859 / 3.522
Charge: +3
Spin multiplicity: 2
HOMO level (spin up / spin down) (eV): -16.807 / -16.497
Expectation value of S²: 0.7931

Last column: Löwdin charge in e.
Geometry (Å):
C 4.105319 2.865958 0.717973  -0.4154
C -3.849526 0.436942 1.335484  -0.2183
H -4.411212 0.999277 2.085948  0.0659
H -0.844852 -4.040383 1.445695  0.0854
H -0.773482 2.956644 1.051667  0.0361
H -2.864228 6.574718 4.873123  0.1277
H -2.196353 -0.514172 3.750063  0.0478
C 2.009768 1.581157 1.242202  -0.4538
H -0.728260 -2.657149 2.543847  0.0634
H 4.832718 0.055841 3.456776  0.1001
H 2.569435 4.977538 0.350447  0.0931
C -1.201165 -1.943462 -2.027449  -0.3605
H -0.610280 3.157152 3.656629  0.0983
C 3.101612 1.221269 -0.846356  -0.4802
H 4.537625 2.493287 3.295993  0.1455
N 4.021570 2.185157 -0.471759  0.2515
C 3.747571 1.828584 2.944024  -0.1301
H 1.574104 3.621820 2.925246  0.1070
H -2.599990 0.342489 -3.384559  0.0789
C 4.349742 0.476770 2.578139  -0.0487
O 4.960303 3.672471 0.933026  0.1963
C -1.833578 2.782532 1.268920  -0.2593
P -0.763231 -0.155026 -1.926517  0.7369
Re 0.131475 0.262611 0.343395  1.1129
H 3.021967 1.704444 3.753669  0.1334
H 4.754760 2.398574 -1.147450  0.1999
C -1.617551 4.898222 4.370749  -0.0336
H -4.297556 6.353424 2.868802  0.1266
H -2.142908 1.778584 -2.460780  0.0649
C -0.956602 -2.958054 1.521476  -0.1942
O 3.140127 0.648580 -1.899360  0.1384
As -1.948582 0.794186 1.607879  1.0627
H -4.188053 0.739707 0.347995  0.0309
H -3.976132 4.469955 1.319142  0.1223
C 1.871645 -2.723514 0.791659  -0.1945
H 1.930679 -3.807259 0.672450  0.0889
H 3.592087 -0.233502 2.241441  0.0578
H 1.052394 4.085097 0.463613  0.0599
H 3.111878 4.465835 2.706684  0.1448
H 5.108553 0.564540 1.801522  0.0945
C 2.361636 3.854590 2.202838  -0.1402
C -2.672492 5.791303 4.154003  -0.0057
H -2.395041 1.218343 4.068226  0.0605
H 2.595773 -2.257605 0.122454  0.0629
H -1.986266 -2.691908 1.287065  0.0522
H -2.418664 2.959339 0.359714  0.0911
H -0.761839 0.534558 3.862748  0.0365
C -1.797132 0.478082 3.525992  -0.2285
C 3.032639 2.536041 1.761833  -0.2931
C -3.508893 5.637872 3.046677  -0.0275
C 1.787829 4.654548 1.036586  -0.0463
H -0.436450 -3.837119 -1.285029  0.1183
C -2.295914 0.700828 -2.398819  -0.2165
H -2.173591 -2.080076 -1.545439  0.0959
H 0.807140 -2.737477 -1.891958  0.1035
H -0.054488 -0.093790 -4.219626  0.0805
H 1.299563 5.548846 1.411798  0.0960
C 0.411697 0.176189 -3.267987  -0.2139
H -0.976266 5.017344 5.228799  0.1221
H -3.088647 0.479467 -1.684690  0.0314
C -3.327570 4.582516 2.176076  -0.0141
O 1.003397 1.280044 1.941118  -0.1261
C -0.133634 -2.786841 -1.337204  -0.3493
P 0.204353 -2.171658 0.363557  0.7743
C -1.423909 3.856320 3.493506  -0.0592
H -1.308480 -2.234454 -3.076646  0.1181
N 2.092160 0.974211 0.069588  0.0607
H 0.665012 1.236270 -3.295528  0.0672
C -2.239839 3.708848 2.355188  -0.2851
H 2.115235 -2.473988 1.822313  0.0640
H 1.336357 -0.385347 -3.133944  0.0438
H -4.054812 -0.624262 1.479324  0.0435

Forces on the atoms, in the same order (eV/Å):
-0.375 0.294 0.896
0.068 -0.242 -0.241
0.262 0.065 0.019
0.098 -0.053 -0.100
-0.174 0.006 -0.064
0.064 0.142 -0.080
0.024 0.067 -0.161
2.304 1.969 1.484
0.028 0.026 0.016
0.023 -0.103 -0.028
0.017 0.020 -0.034
0.080 0.183 0.170
0.063 0.047 -0.020
1.623 0.937 -1.333
-0.131 0.119 -0.070
-0.093 -0.684 -0.959
-0.112 -0.281 0.243
0.152 -0.010 0.034
-0.001 -0.003 0.010
0.075 0.177 0.103
-0.015 -0.132 -0.097
0.436 0.646 -0.344
-0.084 -0.126 -0.144
0.329 -0.810 -0.360
0.062 0.111 -0.036
-0.125 -0.164 -0.013
-0.441 0.075 0.021
-0.111 -0.019 0.029
0.022 -0.003 0.025
0.010 0.402 -0.007
-0.208 -0.182 0.184
-1.189 0.114 0.527
0.084 0.021 -0.040
-0.055 0.023 -0.105
0.052 0.335 0.041
-0.129 -0.053 -0.060
-0.081 -0.141 -0.003
-0.156 -0.070 -0.111
0.036 -0.194 0.044
0.068 -0.009 -0.044
-0.193 0.138 -0.057
-0.025 -0.263 -0.112
0.055 0.027 -0.285
0.030 -0.011 -0.013
-0.025 -0.007 -0.046
0.108 -0.239 0.088
-0.067 0.031 -0.064
0.285 -0.031 0.102
0.202 0.206 -0.096
0.066 0.075 0.364
0.153 -0.059 0.154
0.095 0.029 0.058
0.219 -0.026 0.154
-0.020 0.041 -0.069
0.063 -0.046 0.098
-0.032 0.002 0.082
-0.102 0.075 -0.028
-0.032 -0.101 0.057
0.062 0.008 0.113
-0.007 0.015 -0.027
0.395 -0.317 -0.145
-0.699 -0.449 0.101
-0.089 0.109 0.128
0.045 -0.511 -0.618
0.106 -0.091 -0.384
-0.015 0.058 0.072
-2.954 -1.346 0.328
0.004 0.007 0.036
-0.127 0.060 0.542
-0.011 0.037 0.076
-0.053 0.041 0.009
0.063 0.039 -0.011

---

Computed, not measured: 2 unconnected molecules or ions with the total composition C25H26F2N at a distorted geometry, with ωB97M-V/def2-TZVPD.

## Properties
Molecular weight (g mol⁻¹): 378.49
Frontier orbital gap (eV): 5.216
Charge: +1
HOMO level (eV): -11.009

Last column: Löwdin charge in e.
Geometry (Å):
H 4.539921 0.725947 0.878762  0.1323
C -3.868944 2.868779 0.677647  -0.1623
H -1.275460 -3.851358 0.242341  0.1213
C 1.995129 -2.872524 0.256851  -0.0606
H -0.497337 -5.128249 2.224709  0.1100
N -0.924994 -1.552305 -1.373448  -0.0448
C 1.271069 1.687370 0.326014  -0.1609
H 0.748783 3.743484 -0.206617  0.1247
C -3.720300 1.471831 0.650243  0.0127
H -1.400797 -2.705664 -4.139647  0.1088
C 2.435413 -3.576439 1.381058  -0.0757
H -0.041251 0.070507 -0.119503  0.1007
H -2.227570 -3.924160 -3.145703  0.1105
C -2.053481 -1.977134 -2.188841  -0.2085
H 1.022064 -1.825623 -1.906732  0.1299
H -5.992497 2.811579 0.644878  0.0929
C -1.441403 3.094400 0.810998  0.0959
F -2.844121 4.996167 0.832254  0.0781
C 2.786518 3.570935 0.405269  -0.1858
H -5.291596 4.195718 -0.214249  0.1113
H 2.244716 -0.216031 0.699263  0.1024
C -2.465436 0.899049 0.580467  0.0250
H -4.614643 0.843141 0.672409  0.1344
H 5.439538 4.043174 -0.125861  0.1064
H 6.014102 2.640572 0.788263  0.0910
C -1.274546 1.697775 0.538050  -0.1524
H 3.471912 -3.469811 1.706097  0.1068
H -1.188087 -1.245140 -0.448127  0.0526
C -0.231259 -3.787602 0.564304  -0.0397
H -2.368965 -0.189366 0.572324  0.1167
C 2.408088 0.858484 0.584711  0.0217
H -2.473985 -1.128008 -2.739746  0.1059
C 1.527654 3.078250 0.148304  0.0718
C -0.026909 1.103102 0.224169  0.1459
C 5.233858 3.401652 0.739235  -0.0107
C 0.213953 -2.436891 -1.487928  -0.3119
C 1.551481 -4.410549 2.073843  -0.0794
C 3.901350 2.767212 0.624163  -0.1730
C -0.162800 -3.504370 -2.551851  -0.1061
H -0.599335 3.742479 1.011461  0.1186
H -2.867042 -2.372302 -1.553593  0.1088
H 1.902394 -4.983221 2.932152  0.1073
H -0.223389 -4.495468 -2.090853  0.1133
H 2.661768 -2.225410 -0.319639  0.1062
C -2.707271 3.632298 0.772970  -0.1812
C 0.672275 -3.010897 -0.169085  -0.2058
C 3.682935 1.383400 0.712039  0.0098
F 2.963360 4.931857 0.412584  0.0753
H 5.290642 4.026734 1.637880  0.1087
H -5.302724 4.178638 1.556784  0.1102
C -5.184516 3.548101 0.665969  -0.0064
H 0.609171 -3.541389 -3.325781  0.1152
C 0.211966 -4.501160 1.679006  -0.0684
C -1.529401 -3.081569 -3.120283  -0.1493

Forces on the atoms, in the same order (eV/Å):
-0.349 0.192 -0.014
0.155 -0.221 0.009
0.348 -0.072 0.070
-0.364 -0.214 0.088
0.336 0.174 -0.107
-0.620 0.599 -0.177
0.872 0.515 -0.550
0.350 -0.003 0.061
0.101 -0.068 0.083
-0.161 -0.051 0.153
-0.123 0.035 0.046
0.009 0.085 0.399
0.148 0.194 -0.126
-0.701 -0.149 0.211
0.310 -0.221 0.108
0.108 0.162 0.033
-0.245 -0.120 -0.323
0.144 -1.324 0.138
-0.463 0.953 -0.171
0.129 -0.076 0.215
0.080 0.312 -0.032
0.353 -0.085 -0.391
0.350 0.226 -0.026
-0.109 -0.046 0.200
-0.046 0.102 0.061
-0.490 0.221 0.285
-0.307 -0.133 -0.042
0.101 -0.771 -0.121
0.338 -0.124 0.323
-0.126 0.416 -0.150
-0.572 -0.287 -0.233
0.063 -0.151 -0.044
-0.070 -0.155 0.439
0.096 0.300 0.695
0.606 -0.038 0.013
0.683 0.309 -0.184
0.033 0.160 -0.056
-0.330 -0.264 0.107
-0.051 -0.061 0.311
-0.264 -0.024 -0.057
0.158 0.049 -0.179
-0.078 0.172 -0.217
0.073 0.185 -0.043
-0.051 -0.335 0.153
0.616 0.925 0.038
-0.094 -0.233 -0.153
-0.127 0.137 -0.005
-0.117 -1.269 -0.289
-0.015 -0.058 -0.169
0.048 -0.074 -0.224
-0.633 -0.071 0.011
-0.168 -0.086 0.132
-0.075 0.212 -0.152
0.138 0.144 -0.146

---

> molecular weight of number 1 (C23H40AsN2O3P2Re)?

715.66 g mol⁻¹

---

> Among the records above, which one has the highest molecular weight?

C23H40AsN2O3P2Re

---

> Which of these has the highest charge?

C23H40AsN2O3P2Re

---

> What is the formula in the first record?

C23H40AsN2O3P2Re